Record 1
Computed, not measured: a 2-piece molecular cluster, C3H9NO2 overall, with wB97M-V/def2-TZVPD.

As for the expectation value of S²: 0.77. The calculation puts the HOMO energy (spin up / spin down) at -15.6848 / -15.6338 eV.

Structure (ORCA input):
```
! wB97M-V def2-TZVPD RIJCOSX def2/J DEFGRID3
* xyz 1 2
H -0.9374 -0.6316 1.2969
H -0.2097 -1.1936 -2.3119
H 1.5535 0.7592 1.5692
H 1.4430 -0.8555 0.8997
C 1.6309 0.1931 0.6328
N -0.6874 0.8570 -0.0774
H -1.0070 1.0164 1.9728
H -2.3703 0.4951 1.0397
H -0.9008 -2.5089 -2.0142
O -0.2950 -1.8637 -1.6228
H -1.2528 1.3465 -0.7723
C -1.2955 0.3780 1.1217
H 2.6240 0.2447 0.2122
O 0.9882 1.0407 -1.5367
C 0.7164 0.7225 -0.4096
*
```

=====

Record 2
Computed, not measured: a 2-piece molecular cluster, C5H12N2O overall in a non-equilibrium geometry, with wB97M-V/def2-TZVPD.

The calculation puts the HOMO energy at -7.6040 eV.

Structure (ORCA input):
```
! wB97M-V def2-TZVPD RIJCOSX def2/J DEFGRID3
* xyz 0 1
C -0.4144 -1.1541 1.3699
H -0.8646 -2.1400 1.1845
H -1.1514 1.5874 -0.5535
H 0.9021 -1.2758 -1.6545
H 0.4999 0.1232 -0.5344
H 2.4171 -0.1279 2.1309
H -0.4491 2.8268 -1.6297
C 0.2489 -0.4602 -1.4463
H -0.8180 -0.6607 2.2102
H -0.7495 -0.8943 -1.2786
H -2.1991 2.4354 -1.6857
C -1.1871 2.0336 -1.5483
C 1.5598 -0.5234 2.6480
N 0.2694 0.4423 -2.6107
H 1.8696 -0.7159 3.7028
H 0.7118 0.1586 2.6390
C -0.9457 0.9868 -2.6608
O -1.9073 0.6447 -3.3926
H 1.2582 -1.6231 1.0909
N 0.9494 -1.6636 2.0187
*
```

=====

Record 3
Computed, not measured: C18H37BBr2F2LiN2NbO6 as an isolated structure in a non-equilibrium geometry, with wB97M-V/def2-TZVPD.

The calculation puts the HOMO energy at -6.0025 eV.

Structure (ORCA input):
```
! wB97M-V def2-TZVPD RIJCOSX def2/J DEFGRID3
* xyz 0 1
H 0.0302 -1.2502 -0.0349
H 1.8296 0.8178 -4.2192
H -3.1007 -1.1341 -3.8679
H 0.1081 0.3510 -1.8310
H 1.1602 3.6741 -1.1577
C 0.4457 -1.4795 0.9469
C 1.6340 0.9066 -3.1579
C 0.6736 -0.1550 -2.6038
H -0.1506 -0.9841 1.7077
B -4.4884 -4.4007 -0.4914
N 1.8427 -0.9918 1.0238
H -2.1488 1.0035 -2.4854
C 5.2500 -1.6591 3.4909
C 3.2300 4.1111 3.6874
H 5.2980 4.5050 3.1441
C 1.4925 2.6706 -1.4076
H 2.6228 3.9815 4.5804
C -4.8888 1.5538 -1.6352
F -4.7381 -3.2857 0.2867
H 4.8304 0.4499 3.3061
C -4.4193 0.4786 -0.6923
O -5.6383 -5.3594 -0.4012
C 4.9947 -0.4143 2.6589
H -5.1116 3.4914 -1.4666
H 6.1533 -1.5264 4.0826
H 2.7222 4.7887 3.0037
O -5.8969 -7.4663 0.3268
N 3.8274 -0.5441 1.7686
O -4.7913 2.7890 -0.8934
H -2.0001 -2.6011 -1.9055
C -0.3446 -0.8356 -3.5067
C -6.3378 1.3566 -2.0840
H 0.1258 2.5023 -3.0283
H 1.2859 -0.9482 -2.1747
O -3.3234 -5.1650 0.0684
O -4.0715 -0.7252 -1.3321
H 2.0343 -0.1949 -0.9343
H 2.3673 -1.5051 3.0297
H -5.2542 0.2725 -0.0200
H -1.2717 -0.5538 -0.7099
H -6.9775 1.9987 -1.4924
C -3.7189 -6.3644 0.4234
Li 4.3575 5.2969 6.7204
H -6.4383 1.6985 -3.1108
C 3.7623 -0.0857 0.4712
C 4.6161 4.6217 3.9793
Br 3.2703 2.3958 2.7904
Nb -2.2674 -0.8206 -2.2562
H -4.2598 1.6575 -2.5122
F -4.2472 -4.0567 -1.8116
H 2.5728 2.6271 -1.2792
H -6.6573 0.3240 -2.0495
O -3.0240 -7.2208 0.9097
H 4.6085 0.4017 0.0217
H 5.8616 -0.2055 2.0358
H 4.5957 5.6763 4.2657
H 4.4286 -1.8597 4.1790
H -3.6056 0.8463 -0.0697
H 2.5845 0.7181 -2.6529
H -0.0770 -1.8446 -3.7920
Br 5.4408 3.6553 5.4949
C 2.6414 -1.0796 2.0815
C 2.5207 -0.3707 0.0091
H 1.0416 1.9565 -0.7264
H 1.7274 2.9939 -3.5266
H -0.5084 -0.2383 -4.3970
H 5.3776 -2.5348 2.8557
H 0.4318 -2.5548 1.1049
C -5.2214 -6.4924 0.1188
C 1.1810 2.3359 -2.8568
*
```

=====

Record 4
Computed, not measured: the molecule C6H9N, with wB97M-V/def2-TZVPD.

The calculation puts the HOMO energy at -9.3401 eV. The SMILES is CC#CC[C@H]1CN1.

Structure (ORCA input):
```
! wB97M-V def2-TZVPD RIJCOSX def2/J DEFGRID3
* xyz 0 1
N -2.2979 -0.7485 -1.5901
H 0.3039 -0.9353 -1.5916
H 3.7630 0.6847 1.5466
C 0.9145 -0.2563 0.2900
H -0.0428 -2.0234 -0.2503
H -3.2534 -0.8837 -1.2775
C -0.0369 -0.9701 -0.5523
H 2.5659 1.7800 2.2524
C 1.7550 0.2813 0.9627
H -2.6166 1.3636 -1.0391
H 2.5876 0.1029 2.7866
C -1.4351 -0.4095 -0.4690
C 2.7398 0.7449 1.9444
H -1.1929 1.0255 -2.1461
H -1.8694 -0.3998 0.5311
C -1.8849 0.6440 -1.3978
*
```

=====

Record 5
Computed, not measured: a 3-piece molecular cluster, C4H13NO2 overall in a non-equilibrium geometry, with wB97M-V/def2-TZVPD.

As for the expectation value of S²: 0.76. The calculation puts the HOMO energy (spin up / spin down) at -13.5991 / -13.5991 eV.

Structure (ORCA input):
```
! wB97M-V def2-TZVPD RIJCOSX def2/J DEFGRID3
* xyz 1 2
H -1.4733 -0.8460 1.6275
H -3.9864 0.6076 -0.3066
H 0.5447 -2.4812 -1.4150
C 0.4146 -0.2174 0.8742
C -3.2466 0.9841 0.4087
H 0.8449 0.6276 1.4124
H 6.6832 0.5347 0.8696
H -2.1495 0.7915 -1.9966
C -1.0663 -0.1685 0.8852
H 0.7614 -0.1516 -0.1608
H -1.0777 -2.5816 -1.3529
H -3.5604 0.4093 1.2677
C -1.8828 0.5467 0.0091
N -1.4977 0.7699 -1.2301
O 5.9942 1.1875 1.0475
H 5.9435 1.1481 2.0098
H 0.8261 -1.0960 1.3738
H -3.4093 2.0331 0.6347
O -0.2750 -2.6972 -1.8552
H -0.6224 0.3290 -1.4946
*
```

=====

Record 6
Computed, not measured: the molecule C4H9BrO2 in a non-equilibrium geometry, with wB97M-V/def2-TZVPD.

The calculation puts the HOMO energy at -9.7175 eV.

Structure (ORCA input):
```
! wB97M-V def2-TZVPD RIJCOSX def2/J DEFGRID3
* xyz 0 1
C 1.0720 0.7464 -0.2717
O -0.3634 -1.2776 -0.6983
Br 1.2418 -2.4457 -0.7576
H -1.7562 0.2889 -1.4844
C -0.3121 -0.1133 1.4865
H 0.9919 1.7588 -0.0510
H -2.3216 0.4127 0.0878
H 1.6685 0.3828 0.4731
H 0.2248 -0.9241 1.8743
C -0.2257 -0.0184 -0.0084
H 1.6473 0.6133 -1.2626
C -1.4525 0.7016 -0.5315
H -1.1877 1.7215 -0.5263
O 2.3958 -2.2919 -2.0134
H -1.4122 -0.3551 1.6322
H -0.2106 0.8002 2.0511
*
```

=====

ΔE to the lowest compared entry with this formula, charge and spin readings, ordered: 25.7 917.5 42.1 278.1 59.2 566.9 kJ/mol